Entry from the OMol25 dataset: C46H36N7O3RuS as an isolated structure at a distorted geometry (ωB97M-V/def2-TZVPD).

<S²>: 0.765
DFT total energy: -2876.63024 Eh
frontier orbital gap (alpha / beta): 6.34 / 6.21 eV
spin multiplicity: 2
energy above the lowest of the compared OMol25 structures with the same formula, charge and spin: 247.89 kJ/mol

Each line ends with the Löwdin spin population.
Element x y z (Å)
Ru -1.366 -0.461 0.962  0.89
O -2.865 -1.821 1.908  0.00
C -2.758 -3.006 1.395  0.00
C -3.897 -3.679 0.878  0.00
C -3.808 -4.953 0.380  0.00
C -2.588 -5.647 0.413  0.00
C -1.472 -5.035 0.926  0.00
C -1.507 -3.703 1.377  0.00
C -0.286 -3.070 1.767  0.00
N -0.034 -1.793 1.717  -0.01
N 1.238 -1.439 2.067  0.00
C 1.462 -0.131 2.036  0.00
O 0.636 0.751 1.689  0.06
C 2.830 0.284 2.470  0.00
C 3.868 -0.637 2.596  0.00
C 5.131 -0.212 2.975  0.00
C 5.363 1.129 3.250  0.00
C 4.328 2.046 3.138  0.00
C 3.067 1.627 2.745  0.00
H -4.824 -3.118 0.873  0.00
H -4.682 -5.434 -0.043  0.00
H -2.523 -6.655 0.025  0.00
H -0.525 -5.563 0.936  0.00
H 0.548 -3.705 2.059  0.00
H 3.670 -1.681 2.400  0.00
H 5.939 -0.928 3.064  0.00
H 6.348 1.457 3.556  0.00
H 4.508 3.090 3.363  0.00
H 2.246 2.326 2.651  0.00
C -0.549 0.900 4.867  0.00
C -0.755 2.277 4.715  0.00
C -1.537 2.727 3.688  0.00
C -2.098 1.805 2.773  0.00
N -1.733 0.495 2.837  0.00
C -1.042 0.062 3.900  0.00
N -3.091 2.221 1.962  0.01
C -3.622 1.473 1.042  0.00
N -2.951 0.561 0.277  0.01
C -3.865 -0.035 -0.567  0.00
N -3.652 -0.919 -1.478  0.00
C -2.522 -1.624 -1.722  0.00
C -2.500 -2.320 -2.954  0.00
C -1.435 -3.106 -3.300  0.00
C -0.369 -3.208 -2.408  0.00
C -0.440 -2.506 -1.231  0.00
N -1.475 -1.738 -0.864  0.00
C -5.185 0.537 -0.330  0.00
C -6.436 0.234 -0.841  0.00
C -7.529 0.897 -0.311  0.00
C -7.374 1.859 0.689  0.00
C -6.120 2.181 1.182  0.00
C -5.028 1.503 0.666  0.00
H 0.011 0.499 5.698  0.00
H -0.306 2.972 5.413  0.00
H -1.784 3.769 3.544  0.00
H -0.883 -1.007 3.959  0.00
H -3.358 -2.195 -3.598  0.00
H -1.421 -3.644 -4.239  0.00
H 0.498 -3.812 -2.631  0.00
H 0.381 -2.566 -0.530  0.00
H -6.540 -0.508 -1.622  0.00
H -8.523 0.666 -0.672  0.00
H -8.251 2.353 1.087  0.00
H -5.990 2.922 1.959  0.00
O 0.245 0.452 -0.857  0.02
S 1.224 0.080 -1.913  0.00
C 1.110 1.428 -3.173  0.00
C 1.488 2.782 -2.659  0.00
C 2.545 3.482 -3.233  0.00
C 2.913 4.727 -2.746  0.00
C 2.238 5.278 -1.667  0.00
C 1.185 4.586 -1.087  0.00
C 0.800 3.351 -1.586  0.00
C 2.886 0.449 -1.220  0.00
C 3.928 -0.055 -2.170  0.00
C 3.990 -1.412 -2.484  0.00
C 4.914 -1.882 -3.403  0.00
C 5.790 -1.001 -4.022  0.00
C 5.741 0.349 -3.710  0.00
C 4.817 0.819 -2.788  0.00
H 0.060 1.380 -3.468  0.00
H 1.741 1.108 -4.003  0.00
H 3.079 3.048 -4.071  0.00
H 3.731 5.264 -3.209  0.00
H 2.529 6.248 -1.285  0.00
H 0.657 5.008 -0.242  0.00
H -0.015 2.807 -1.129  0.00
H 2.890 -0.092 -0.272  0.00
H 2.963 1.516 -1.021  0.00
H 3.307 -2.098 -1.995  0.00
H 4.948 -2.936 -3.649  0.00
H 6.513 -1.364 -4.741  0.00
H 6.417 1.044 -4.192  0.00
H 4.786 1.872 -2.538  0.00